(1)
{"formula": "C5H4O2", "method": "ωB97M-V/def2-TZVPD", "lumo_energy_ha": 0.0000, "e_above_lowest_kj_mol": 350.66, "symbols": ["C", "C", "C", "C", "C", "O", "O", "H", "H", "H", "H"], "positions_angstrom": [[2.3231, -0.4938, -0.0389], [1.1529, -0.1056, -0.0219], [-0.1494, 0.2947, 0.1295], [-0.4901, 1.5279, -0.0439], [-1.3573, -0.6977, 0.0677], [-2.4762, -0.1086, -0.0856], [-0.9470, -1.8751, -0.0488], [3.2714, -0.9828, -0.2973], [-1.4842, 1.7673, -0.1680], [0.0427, 2.5101, 0.1300], [0.1141, -1.8365, 0.3773]], "forces_ev_per_a": [[-1.7510, -0.2248, -0.6667], [4.8665, -1.9724, 0.9302], [-1.9396, -0.6630, -0.3871], [0.8775, 4.6831, 1.1270], [-2.4186, 7.4540, -1.4247], [3.1963, -4.1234, 0.8211], [3.5984, -3.6972, 2.0652], [-0.8618, 0.7479, 0.4366], [-2.2384, 0.0258, -0.1176], [0.4972, -1.7214, -0.7340], [-3.8264, -0.5086, -2.0500]], "nbo_charge": [-0.187, -0.084, -0.307, -0.204, 0.790, -0.602, -0.622, 0.256, 0.222, 0.206, 0.532]}

***

(2)
{"formula": "CH10NaO8", "method": "ωB97M-V/def2-TZVPD", "lumo_energy_ha": 0.0735, "total_charge": -1, "e_above_lowest_kj_mol": 1006.43, "symbols": ["Na", "C", "O", "O", "O", "O", "H", "H", "O", "H", "H", "O", "H", "H", "O", "H", "H", "O", "H", "H"], "positions_angstrom": [[0.0498, -0.2572, -0.3494], [-1.8454, -1.2956, 0.0385], [-3.0534, -1.7752, 0.0462], [-1.6754, -0.0843, -0.1606], [-0.7994, -1.9916, 0.1862], [1.6553, 0.3750, -0.1837], [2.3285, 1.0142, -0.4170], [1.9082, 0.0668, 0.6865], [0.0637, 0.5386, 1.2942], [0.5520, 0.1208, 2.0036], [0.1048, 1.4740, 1.4930], [0.0250, 2.4126, -0.1290], [0.5575, 1.6172, -0.1299], [-0.6388, 2.2578, -0.8011], [-0.3234, 0.9371, -1.6274], [-1.0762, 0.4082, -1.3631], [-0.3168, 0.8843, -2.5831], [0.9602, -2.5930, 0.5858], [1.4607, -1.8414, 0.9032], [0.0632, -2.2682, 0.5074]], "forces_ev_per_a": [[2.6910, -7.0363, -0.9850], [-6.5789, -2.8070, 0.3459], [2.3539, 0.0459, 0.2154], [-6.1912, 3.6124, -0.4420], [-12.3143, 1.6622, -3.6352], [7.7997, 1.7669, -0.9515], [0.5394, 0.0201, -0.3372], [0.3324, 0.0157, 0.0567], [-0.3491, 0.7880, 6.6435], [-0.2569, -0.4119, 0.7757], [-0.5604, 0.5556, 0.0779], [0.6023, 3.7859, 2.1409], [-0.0181, 0.9555, -0.4350], [0.0545, 0.2411, 0.2237], [0.6994, 2.0351, -8.3724], [-3.0684, -0.6237, 0.7002], [0.1390, 0.1832, -0.4434], [11.6129, -3.6553, 2.1256], [0.6877, -0.2484, 0.2887], [1.8250, -0.8849, 2.0076]], "nbo_charge": [0.878, 0.952, -0.833, -0.898, -0.841, -0.927, 0.487, 0.485, -0.941, 0.452, 0.505, -1.015, 0.468, 0.502, -1.016, 0.486, 0.469, -0.994, 0.364, 0.419]}

***

(3)
{"formula": "C24H25F3N3O5RuSSi", "method": "ωB97M-V/def2-TZVPD", "lumo_energy_ha": [-0.0182, -0.0206], "s_squared": 1.1905, "e_above_lowest_kj_mol": 139.69, "multiplicity": 2, "symbols": ["Ru", "O", "C", "O", "C", "C", "C", "C", "C", "N", "C", "O", "O", "H", "H", "H", "H", "H", "F", "C", "F", "F", "C", "C", "C", "C", "N", "C", "S", "H", "H", "H", "C", "C", "O", "H", "H", "H", "C", "Si", "C", "C", "N", "C", "C", "C", "C", "C", "C", "H", "H", "H", "H", "H", "H", "H", "H", "H", "H", "H", "H", "H", "H"], "positions_angstrom": [[-0.2814, 0.7457, -0.1096], [-3.0386, 0.9990, 3.3152], [-2.2952, 0.9714, 2.1980], [-1.0954, 0.7758, 2.2028], [-3.0094, 1.2179, 0.9536], [-4.3693, 1.4792, 0.9393], [-5.0140, 1.7286, -0.2496], [-4.2291, 1.7321, -1.4073], [-2.8833, 1.4823, -1.3482], [-2.2156, 1.1845, -0.1723], [-2.0497, 1.4350, -2.5862], [-2.5016, 2.0532, -3.6900], [-0.9993, 0.8543, -2.5978], [-2.4316, 0.8253, 4.0504], [-4.9036, 1.4758, 1.8789], [-6.0777, 1.9114, -0.2922], [-4.7104, 1.8792, -2.3663], [-3.2939, 2.5641, -3.4868], [5.2769, 3.4718, 0.6320], [4.8175, 2.4300, 1.3482], [5.8983, 1.7577, 1.7845], [4.2050, 2.9266, 2.4282], [3.9372, 1.5358, 0.5160], [4.5759, 0.6299, -0.3176], [3.8348, -0.1817, -1.1498], [2.4593, -0.0849, -1.0905], [1.8332, 0.7640, -0.2802], [2.5466, 1.6017, 0.4977], [1.5830, 2.7359, 1.4244], [5.6564, 0.5702, -0.3090], [4.3032, -0.8933, -1.8131], [1.8148, -0.7109, -1.6895], [-0.8314, 3.8005, 0.7811], [0.1852, 2.8436, 0.2052], [0.3450, 2.6508, -1.0224], [-0.3557, 4.7752, 0.9145], [-1.1876, 3.4556, 1.7513], [-1.6691, 3.9101, 0.0937], [-0.8370, -4.1212, -0.6671], [-0.9777, -2.3145, -1.1516], [-0.5205, -2.1789, -2.9677], [-2.7831, -1.8938, -0.9298], [-0.0262, -1.2808, -0.0993], [0.9877, -1.8023, 0.7304], [1.2570, -1.2741, 2.0001], [2.2989, -1.7554, 2.7781], [3.1115, -2.7908, 2.3332], [2.8622, -3.3252, 1.0785], [1.8298, -2.8354, 0.2913], [-1.7151, -4.6457, -1.0584], [-0.8205, -4.2530, 0.4175], [0.0435, -4.6147, -1.0782], [-1.2621, -1.6208, -3.5409], [-0.4332, -3.1751, -3.4106], [0.4304, -1.6618, -3.1076], [-3.4186, -2.6214, -1.4423], [-3.0342, -0.9086, -1.3190], [-3.0303, -1.9095, 0.1354], [0.6336, -0.4798, 2.3817], [2.4728, -1.3136, 3.7528], [3.9180, -3.1680, 2.9479], [3.4857, -4.1241, 0.6942], [1.6977, -3.2353, -0.7053]], "forces_ev_per_a": [[0.7354, 1.7800, -2.0413], [0.1633, -0.0328, 0.0422], [-0.1338, -0.0057, -0.4839], [0.2101, 0.0108, 0.5652], [0.0609, 0.0146, 0.1281], [-0.0409, 0.0497, 0.0791], [-0.0732, 0.0408, -0.1722], [-0.2353, 0.0361, 0.1673], [0.3999, 0.2506, -0.0641], [-0.7868, -0.5468, -0.0184], [0.0869, -0.1174, 0.4553], [-0.0573, -0.0562, 0.0282], [0.1674, -0.2343, -0.4716], [-0.0462, -0.0059, 0.0148], [0.0225, -0.0171, -0.0047], [0.0208, -0.0139, -0.0057], [0.0198, 0.0285, -0.0006], [0.0384, 0.0445, -0.0286], [-0.0232, 0.0638, -0.0159], [-0.0827, -0.0408, -0.0022], [0.0520, -0.0081, -0.0001], [-0.0054, -0.0069, 0.0720], [0.0734, 0.0543, -0.0604], [0.0826, -0.0613, 0.0267], [-0.0272, 0.0586, -0.0323], [0.0971, 0.0815, -0.1447], [0.4696, -0.3397, 0.7200], [-0.1259, -0.0965, -0.1054], [0.2422, 0.1143, -0.3308], [-0.0193, 0.0022, 0.0130], [-0.0088, -0.0001, 0.0042], [-0.0161, -0.0225, 0.0323], [-0.0384, -0.0207, -0.2083], [0.0069, -0.0591, 1.2336], [-0.6811, -0.4213, 0.1252], [-0.0441, 0.0201, 0.0046], [0.0137, 0.0079, 0.0163], [-0.0026, -0.0147, 0.0107], [-0.0363, -0.1438, 0.0418], [0.1597, 0.0971, 0.3593], [0.0366, -0.0131, -0.1343], [-0.1564, 0.1121, 0.0043], [-0.2553, -0.4260, 0.5532], [-0.3050, -0.0905, -0.3265], [-0.0144, 0.0061, 0.1153], [-0.0062, 0.0027, -0.0003], [-0.0351, 0.0319, -0.0032], [-0.0378, -0.0110, -0.0594], [0.1313, 0.0065, -0.0029], [0.0236, 0.0192, 0.0193], [0.0003, -0.0029, -0.0297], [-0.0092, -0.0203, 0.0219], [0.0070, 0.0105, 0.0244], [0.0113, 0.0286, 0.0004], [0.0106, -0.0282, -0.0430], [0.0462, -0.0179, 0.0179], [-0.0447, -0.0802, -0.0205], [-0.0503, -0.0115, -0.0212], [0.0318, 0.0116, -0.0127], [-0.0071, -0.0050, -0.0079], [0.0032, 0.0093, -0.0073], [-0.0017, 0.0021, -0.0010], [-0.0166, -0.0240, -0.0355]], "mulliken_spin": [1.619, -0.010, -0.015, -0.024, -0.170, 0.078, -0.165, 0.061, -0.134, -0.162, 0.020, -0.007, -0.021, -0.001, 0.005, -0.014, 0.007, -0.001, 0.000, 0.001, 0.000, 0.000, 0.005, -0.001, 0.001, 0.017, -0.028, -0.017, -0.017, 0.000, 0.000, -0.011, -0.019, -0.050, -0.049, -0.002, 0.005, 0.001, 0.005, 0.013, 0.005, 0.000, 0.068, -0.010, 0.021, -0.006, 0.013, -0.007, 0.010, 0.000, 0.000, 0.000, 0.001, 0.000, -0.001, -0.001, -0.001, 0.000, -0.012, 0.000, 0.001, 0.000, 0.001]}

***

(4)
{"formula": "C3H14O3", "method": "ωB97M-V/def2-TZVPD", "lumo_energy_ha": 0.0220, "e_above_lowest_kj_mol": 22.10, "symbols": ["C", "C", "C", "H", "H", "H", "H", "H", "H", "H", "H", "O", "H", "H", "O", "H", "H", "O", "H", "H"], "positions_angstrom": [[-0.4862, -1.8942, 1.1704], [0.6776, -2.1789, 0.2383], [0.3748, -1.8227, -1.2249], [-1.2200, -2.7000, 1.1827], [-0.2259, -1.6965, 2.2001], [-1.0364, -1.0255, 0.8253], [1.5495, -1.5859, 0.5239], [0.9532, -3.2359, 0.3003], [1.2381, -1.8997, -1.8724], [-0.0568, -0.8500, -1.2479], [-0.4395, -2.4782, -1.5590], [1.6046, 1.3560, -0.3819], [0.7471, 1.4298, -0.8313], [2.2057, 1.5926, -1.0981], [-0.8716, 1.7966, 1.6978], [0.0505, 1.5308, 1.7983], [-1.1962, 1.8900, 2.5969], [-1.1038, 1.8752, -1.4479], [-1.6914, 2.2487, -0.7811], [-1.5766, 2.1100, -2.2584]], "forces_ev_per_a": [[-0.6224, 0.0181, -0.3151], [0.5827, 0.0790, -0.3115], [-0.8452, -1.1116, 0.8352], [0.0403, -0.2014, -0.0641], [0.3728, -0.0643, 0.2860], [-0.0471, 0.3578, -0.0430], [-0.0024, -0.0842, 0.2058], [0.1456, 0.0891, 0.0693], [0.0942, -0.0292, -0.1414], [-0.0261, 1.0389, -0.2184], [0.2879, -0.0899, -0.3211], [-0.0958, 0.0776, -0.4462], [-0.1767, 0.0167, 0.2817], [0.1954, -0.0514, 0.2715], [0.0218, 0.0084, 0.0181], [0.0195, 0.0327, -0.2177], [-0.0576, 0.0019, 0.0413], [-0.5889, 0.2974, -0.3679], [0.3166, -0.1590, 0.5138], [0.3856, -0.2268, -0.0764]], "nbo_charge": [-0.613, -0.396, -0.598, 0.198, 0.205, 0.209, 0.202, 0.189, 0.206, 0.206, 0.190, -0.965, 0.494, 0.465, -0.954, 0.486, 0.469, -0.954, 0.489, 0.474]}

***

(5)
{"formula": "C9H24CuN2O9", "method": "ωB97M-V/def2-TZVPD", "lumo_energy_ha": 0.1146, "total_charge": -1, "symbols": ["Cu", "N", "O", "O", "O", "N", "O", "O", "O", "C", "C", "C", "O", "H", "H", "H", "H", "H", "H", "H", "H", "C", "C", "C", "O", "H", "H", "H", "H", "H", "H", "H", "H", "C", "C", "C", "O", "H", "H", "H", "H", "H", "H", "H", "H"], "positions_angstrom": [[-2.0684, 0.3554, 1.9672], [-1.3642, -2.2866, 1.7198], [-1.2223, -1.2809, 2.5536], [-2.5004, -2.7647, 1.5104], [-0.3219, -2.8027, 1.2791], [-1.8296, 2.8969, 2.0081], [-0.6407, 2.5052, 2.3653], [-2.8722, 2.1177, 2.1270], [-1.9407, 4.0699, 1.6316], [-2.7307, -1.4023, -2.0320], [-2.7902, -0.2968, -1.0408], [-4.0467, -0.3790, -0.2366], [-1.6696, -0.2343, -0.1522], [-1.7629, -1.4027, -2.5122], [-3.4794, -1.2536, -2.7740], [-2.7720, -2.3629, -1.5104], [-2.8112, 0.7186, -1.5122], [-4.9366, -0.4480, -0.8670], [-4.2210, 0.5798, 0.3466], [-3.8423, -1.2663, 0.3933], [-0.9106, -0.0100, -0.6929], [3.4797, 1.9056, 2.4922], [2.8257, 0.7964, 1.5993], [1.9830, -0.1654, 2.4740], [1.9999, 1.4401, 0.6221], [4.0894, 1.3925, 3.2763], [2.7088, 2.4979, 2.9928], [4.0936, 2.5969, 1.9488], [3.5827, 0.3517, 0.9742], [1.6071, -1.0146, 1.8828], [1.1776, 0.3653, 3.0119], [2.6697, -0.6536, 3.1854], [1.1553, 1.6647, 1.0266], [2.1558, -1.3007, -1.7094], [1.8672, -0.0407, -2.5696], [0.9772, -0.4789, -3.7071], [1.1065, 0.7541, -1.7269], [2.8099, -1.9941, -2.2590], [1.2012, -1.7518, -1.3472], [2.6726, -0.9719, -0.8007], [2.7578, 0.4460, -3.0710], [0.0380, -0.9620, -3.3101], [1.4520, -1.1916, -4.3762], [0.6786, 0.3576, -4.2876], [1.6447, 0.9037, -0.8931]], "forces_ev_per_a": [[0.0324, -0.3054, 0.4568], [0.4686, -0.7814, 0.9332], [-0.3483, -0.9368, -0.9593], [1.2652, 0.8021, -0.0376], [-1.1848, 0.5274, 0.0857], [1.7524, 1.4868, 0.7406], [-2.5664, -0.4815, -0.7992], [1.7347, 1.0550, -0.4480], [-0.7904, -1.5431, 0.2198], [1.4051, -0.5339, 0.4782], [-0.3627, 2.6240, -0.3424], [-0.1031, 0.7401, 1.3319], [-0.4314, -0.5825, -0.1827], [0.2757, 0.0647, -0.3844], [-0.7254, -0.2257, -0.5465], [-0.4445, -0.0020, -0.1197], [0.0960, -0.7629, -0.3806], [0.1843, -0.4974, -0.0395], [0.4542, -1.2620, -0.2548], [-0.9696, 0.4231, 0.1527], [0.6563, 0.1625, -0.0608], [-0.2704, -1.4849, 0.5918], [-0.7562, 1.4848, 1.1749], [1.2000, -0.4930, -0.5689], [0.0531, 0.0328, -0.0026], [-0.3262, 0.5129, -0.5075], [-0.0863, -0.2095, -0.0170], [0.3992, 0.1838, -0.5046], [0.3966, -0.7033, 0.1908], [-0.3783, 0.5364, 0.0892], [0.3266, -0.2743, -0.3660], [-0.2759, 0.3526, 0.1185], [-0.3388, 0.2367, 0.2149], [0.7538, 0.4208, -0.1983], [-0.3477, -2.0616, -0.1564], [-1.1067, -0.9227, 0.3633], [0.2710, 1.4495, 0.5949], [-0.3396, -0.1645, 0.3211], [0.6845, 0.1977, -0.6231], [0.1647, -0.2069, -0.0791], [-0.4472, -0.2677, 1.0851], [1.0137, 0.4717, -0.3228], [0.2291, -0.1194, 0.0184], [-0.3591, 0.9020, -0.6276], [-0.8583, 0.1550, -0.6325]], "nbo_charge": [0.840, 0.715, -0.666, -0.493, -0.476, 0.692, -0.568, -0.606, -0.434, -0.635, 0.098, -0.661, -0.777, 0.202, 0.206, 0.227, 0.154, 0.207, 0.225, 0.249, 0.505, -0.630, 0.106, -0.655, -0.757, 0.195, 0.218, 0.204, 0.167, 0.249, 0.237, 0.200, 0.505, -0.633, 0.097, -0.611, -0.772, 0.192, 0.231, 0.198, 0.146, 0.199, 0.197, 0.204, 0.508]}

***

(6)
{"formula": "C2H3O3Rh", "method": "ωB97M-V/def2-TZVPD", "lumo_energy_ha": [-0.2139, -0.3001], "total_charge": 1, "s_squared": 8.7664, "e_above_lowest_kj_mol": 300.99, "multiplicity": 6, "symbols": ["C", "O", "H", "H", "O", "C", "O", "Rh", "H"], "positions_angstrom": [[1.3697, 0.3245, -1.0829], [1.2684, 0.5375, 0.1929], [2.3613, 0.3273, -1.5651], [0.1284, -0.1836, -1.4831], [-1.8307, 0.6483, 0.4381], [-1.6872, -0.5475, -0.0781], [-1.1564, -1.3215, 0.8359], [-0.1338, 0.2848, 1.4007], [-2.6101, -0.9548, -0.5332]], "forces_ev_per_a": [[-4.3732, -1.7445, 3.4349], [3.9511, 0.2812, -6.3210], [-0.3993, 0.3362, 0.0601], [3.7010, 1.6223, 0.4150], [-0.8512, 2.7857, 1.0269], [-2.9840, -1.9502, -4.3471], [0.8415, -2.1082, 2.0150], [-0.4163, 0.6754, 4.0483], [0.5303, 0.1022, -0.3321]], "mulliken_spin": [0.030, 0.168, 0.015, 0.027, 0.741, 0.668, 0.739, 2.513, 0.098]}

***

Calculated values (a.u.) of energy for the records, taken in order: -343.25880; -808.05946; -2552.26952; -348.40911; -2784.32067; -413.64649.
Calculated values (eV/A) of strongest force on any atom for the records, taken in order: 7.97; 12.95; 2.81; 1.63; 2.73; 7.46.